(1)
Density functional theory data (the ωB97M-V functional and the def2-TZVPD basis) for C3H3FN4 in the gas phase in a non-equilibrium geometry.

As for the HOMO-LUMO gap: 11.0 eV. The energy relative to the best compared isomer or geometry (same formula, charge and spin) comes out at 267.8 kJ/mol. For the LUMO energy, the calculation gives -0.16 eV. The HOMO energy is -0.411 Ha.

Positions of all 11 atoms, in Å:
N 2.48282 1.81695 1.44984
C 1.67546 1.29479 0.79541
C 0.86584 0.43131 -0.05720
N -0.24467 -0.19024 0.60845
C 2.08712 -0.75680 -0.52413
N 2.92376 -1.51402 -0.76600
N 0.59103 0.80332 -1.42891
F -0.19118 1.97601 -1.53472
H -0.33640 -0.15023 1.61529
H -0.59204 -1.03483 0.20534
H 0.10374 -0.04956 -1.80210

For each atom in turn, the Mulliken charge in e is:
1 N -0.3199
2 C -0.2055
3 C 1.0341
4 N -0.5165
5 C 0.1196
6 N -0.3991
7 N -0.2669
8 F -0.1964
9 H 0.2342
10 H 0.2180
11 H 0.2983

***

(2)
Density functional theory data (the ωB97M-V functional and the def2-TZVPD basis) for a molecular structure, C3H3FNaO3 in a non-equilibrium geometry.

As for the HOMO-LUMO gap (alpha / beta): 5.8 / 8.6 eV. The expectation value of S² is 0.753. The spin multiplicity is 2. The energy relative to the best compared isomer or geometry (same formula, charge and spin) comes out at 2.1 kJ/mol. For the LUMO energy (alpha / beta), the calculation gives -0.85 / -0.95 eV. The HOMO energy (alpha / beta) is -0.246 / -0.350 Ha.

Positions of all 11 atoms, in Å:
H 0.79144 -2.18119 -1.58712
O -0.38226 -1.67363 0.04605
O 0.42831 0.46146 -0.74927
O -1.93540 -0.02396 0.14342
C 0.89934 -1.79990 -0.56105
C 1.46475 -0.37676 -0.60429
C -1.05000 -0.62409 -0.47459
H 1.50218 -2.47933 0.04788
F 2.12161 -0.13740 0.63778
H 2.24458 -0.25412 -1.37242
Na -0.90112 2.04014 0.41082

For each atom in turn, the Mulliken charge in e is:
1 H 0.2992
2 O -0.2249
3 O -0.6736
4 O -0.6795
5 C -0.4770
6 C 0.3632
7 C 0.2427
8 H 0.2818
9 F -0.3536
10 H 0.2303
11 Na 0.9914

***

(3)
Density functional theory data (the ωB97M-V functional and the def2-TZVPD basis) for a molecular structure, C3H3FNaO3 in a non-equilibrium geometry.

As for the HOMO-LUMO gap (alpha / beta): 5.3 / 7.7 eV. The expectation value of S² is 0.754. The spin multiplicity is 2. The energy relative to the best compared isomer or geometry (same formula, charge and spin) comes out at 84.8 kJ/mol. For the LUMO energy (alpha / beta), the calculation gives -1.08 / -1.14 eV. The HOMO energy (alpha / beta) is -0.236 / -0.326 Ha.

Positions of all 11 atoms, in Å:
C -1.51638 0.83680 -0.20552
C -1.73239 -0.29356 -1.13340
F -2.27051 0.70182 0.93369
H -1.42422 1.86187 -0.57901
H -1.27028 -0.16214 -2.11448
H -2.61277 -0.91666 -0.96430
O -0.39287 -1.48476 -0.09000
C 0.50343 -0.67715 0.33402
O 1.72929 -0.91248 0.37742
O 0.16614 0.64019 0.20614
Na 2.36838 1.25976 0.53215

For each atom in turn, the Mulliken charge in e is:
1 C 0.3801
2 C -0.6794
3 F -0.2538
4 H 0.2301
5 H 0.2659
6 H 0.2826
7 O -0.5425
8 C 0.7106
9 O -0.7989
10 O -0.6046
11 Na 1.0099

***

Copy entry 3 word for word.
Density functional theory data (the ωB97M-V functional and the def2-TZVPD basis) for a molecular structure, C3H3FNaO3 in a non-equilibrium geometry.

As for the HOMO-LUMO gap (alpha / beta): 5.3 / 7.7 eV. The expectation value of S² is 0.754. The spin multiplicity is 2. The energy relative to the best compared isomer or geometry (same formula, charge and spin) comes out at 84.8 kJ/mol. For the LUMO energy (alpha / beta), the calculation gives -1.08 / -1.14 eV. The HOMO energy (alpha / beta) is -0.236 / -0.326 Ha.

Positions of all 11 atoms, in Å:
C -1.51638 0.83680 -0.20552
C -1.73239 -0.29356 -1.13340
F -2.27051 0.70182 0.93369
H -1.42422 1.86187 -0.57901
H -1.27028 -0.16214 -2.11448
H -2.61277 -0.91666 -0.96430
O -0.39287 -1.48476 -0.09000
C 0.50343 -0.67715 0.33402
O 1.72929 -0.91248 0.37742
O 0.16614 0.64019 0.20614
Na 2.36838 1.25976 0.53215

For each atom in turn, the Mulliken charge in e is:
1 C 0.3801
2 C -0.6794
3 F -0.2538
4 H 0.2301
5 H 0.2659
6 H 0.2826
7 O -0.5425
8 C 0.7106
9 O -0.7989
10 O -0.6046
11 Na 1.0099

***

- What is the formula in the second record?
  C3H3FNaO3

***

- Number 2 is which compound?
  C3H3FNaO3

***

- energy relative to the best compared isomer or geometry (same formula, charge and spin) of number 3 (C3H3FNaO3)?
  84.8 kJ/mol